Entry 1:
Formula: C4H9O2
Source: the OMol25 dataset
Level of theory: ωB97M-V with the def2-TZVPD basis set

Geometry as ORCA input:
```
! RIJCOSX wB97M-V def2-TZVPD def2/J DEFGRID3
* xyz -1 1
C 0.5784 0.0697 1.8157
O 0.5609 1.4781 1.8189
C 0.0268 -0.6152 0.5608
C -0.0634 0.3916 -0.6859
C -0.6137 -0.4621 -1.8681
O -0.6670 1.5579 -0.5062
H 1.6263 -0.2291 2.0205
H -0.0297 -0.2461 2.6633
H -1.0298 -0.7908 0.7219
H 0.5305 -1.3640 0.0075
H 1.0314 0.5081 -0.9464
H -1.0359 -1.3756 -1.5752
H -1.2666 0.0991 -2.5315
H 0.2426 -0.8025 -2.4650
H 0.1092 1.7807 0.9697
*
```

Values from the calculation:
Energy relative to the best compared isomer or geometry (same formula, charge and spin) ... 51.29 kcal/mol
Highest occupied orbital energy ... -2.9 eV
LUMO level ... 4.44 eV
SMILES string ... C[C@@H]([O-])CCO
Orbital gap ... 7.312 eV
Calculated total energy ... -8388.2678 eV



Entry 2:
Formula: C3H10N2P
Source: the OMol25 dataset
Level of theory: ωB97M-V with the def2-TZVPD basis set

Geometry as ORCA input:
```
! RIJCOSX wB97M-V def2-TZVPD def2/J DEFGRID3
* xyz 1 1
C 3.3598 -0.1240 0.5050
C -2.8628 -0.1738 -0.3687
C -0.6536 -1.1370 0.2339
N 1.0909 0.7690 -0.8737
N -1.4592 -0.1733 0.0377
P 1.4758 -0.7678 -0.2336
H 3.4891 0.4479 -0.4291
H 3.9542 -1.0467 0.6465
H 2.9317 0.5441 1.2235
H -2.9647 0.6433 -1.1541
H -3.2079 -1.2121 -0.5926
H -3.4672 0.1905 0.4696
H -0.9574 -2.1745 0.0057
H 0.1259 1.0943 -0.8592
H 1.7279 1.5501 -0.8895
H -1.0587 0.8117 0.1279
*
```

Values from the calculation:
Energy relative to the best compared isomer or geometry (same formula, charge and spin) ... 78.37 kcal/mol
Highest occupied orbital energy ... -12.2 eV
LUMO level ... -4.45 eV
SMILES string ... CNC=P(C)=[NH2+]
Orbital gap ... 7.759 eV
Calculated total energy ... -15532.1906 eV



Entry 3:
Formula: C4H7NO3P
Source: the OMol25 dataset
Level of theory: ωB97M-V with the def2-TZVPD basis set

Geometry as ORCA input:
```
! RIJCOSX wB97M-V def2-TZVPD def2/J DEFGRID3
* xyz -1 1
C -2.5790 -1.3626 -0.7317
C 0.3021 0.9271 -1.8549
C -0.1645 -0.3479 1.8283
C 0.2276 -0.7492 0.4719
N -3.7148 -1.5691 -0.6692
O 1.8531 1.3777 0.3769
O 2.3977 -0.6914 -1.0576
O -0.1399 1.0132 2.1020
P 1.3866 0.2603 -0.5166
H 0.8400 1.7361 -2.3452
H 0.0873 0.1429 -2.5767
H -0.6240 1.3056 -1.4316
H -1.1830 -0.7116 2.0413
H 0.4933 -0.8917 2.5477
H 0.2279 -1.8113 0.2785
H 0.5895 1.3719 1.5367
*
```

Values from the calculation:
Energy relative to the best compared isomer or geometry (same formula, charge and spin) ... 78.35 kcal/mol
Highest occupied orbital energy (alpha / beta) ... -5.9 / -5.9 eV
LUMO level (alpha / beta) ... 0.64 / 0.64 eV
Orbital gap (alpha / beta) ... 6.573 / 6.570 eV
Calculated total energy ... -21182.6226 eV



Entry 4:
Formula: C33H50FNO18S
Source: the OMol25 dataset
Level of theory: ωB97M-V with the def2-TZVPD basis set

Geometry as ORCA input:
```
! RIJCOSX wB97M-V def2-TZVPD def2/J DEFGRID3
* xyz 0 1
C 0.6902 -2.3176 4.9578
C 0.3334 -1.1893 3.9858
O 0.1028 -1.7423 2.7027
C -0.6385 -0.8722 1.8717
C 0.0359 0.4866 1.6548
O -0.6349 1.4157 2.5498
S -0.4077 2.9171 2.0073
O -1.6250 3.5996 2.3120
O 0.8331 3.4743 2.4371
O -0.1971 2.5440 0.4308
C -0.0781 1.1301 0.2342
N -1.3104 0.6171 -0.3704
C -1.7958 1.3757 -1.2205
O -2.4291 2.0040 -1.9526
C 1.2739 0.7801 -0.4623
F 2.1309 1.8192 -0.1359
C 1.2327 0.6529 -1.9742
C 0.4692 -0.6126 -2.4676
H 1.4554 -2.9588 4.5103
H 1.1173 -1.8970 5.8716
H -0.1918 -2.9225 5.1811
H 1.1560 -0.4577 3.9983
H -0.5548 -0.6384 4.3299
H -0.8437 -1.4205 0.9500
H -1.6113 -0.6623 2.3399
H 1.0837 0.5437 1.9716
H 1.7134 -0.1167 -0.0169
H 2.2738 0.5033 -2.2867
H 0.9113 1.5684 -2.4807
H 1.0534 -1.2043 -3.1664
H -0.4478 -0.2611 -2.9452
H 0.1261 -1.1977 -1.6075
O -1.2669 -1.2372 -5.0720
C -2.3187 -0.6894 -4.9283
O -3.2122 -1.0398 -3.9682
C -4.4191 -0.2715 -4.1171
C -4.0098 0.9701 -4.8931
C -2.8804 0.4383 -5.7699
H -5.1501 -0.8779 -4.6571
H -4.8176 -0.0351 -3.1326
H -4.8309 1.4191 -5.4495
H -3.6184 1.7222 -4.2069
H -3.2501 0.0230 -6.7086
H -2.1203 1.1898 -5.9644
O 2.7339 -2.5173 -3.5395
C 2.5693 -2.8637 -4.6767
O 2.9028 -2.0991 -5.7375
C 2.4840 -2.7439 -6.9618
C 2.3599 -4.2156 -6.6061
C 1.9384 -4.1552 -5.1404
H 1.5284 -2.3110 -7.2708
H 3.2261 -2.5695 -7.7441
H 1.6626 -4.7539 -7.2462
H 3.3362 -4.7008 -6.6896
H 0.8572 -4.0770 -5.0252
H 2.3159 -4.9958 -4.5664
O -1.2175 5.1780 9.0256
C -1.2050 5.3274 7.8378
O -1.8346 6.3560 7.2199
C -1.7331 6.2060 5.7897
C -0.5270 5.3101 5.5699
C -0.5556 4.4241 6.8105
H -2.6577 5.7558 5.4220
H -1.6148 7.1858 5.3329
H -0.5661 4.7614 4.6319
H 0.3847 5.9100 5.5703
H -1.1847 3.5434 6.6703
H 0.4395 4.1287 7.1308
O -7.2459 7.0505 11.3230
C -6.0701 7.0315 11.1040
O -5.1647 7.6913 11.8668
C -3.8513 7.5649 11.2890
C -3.9138 6.3230 10.4177
C -5.3676 6.3351 9.9558
H -3.6398 8.4678 10.7110
H -3.1156 7.4784 12.0854
H -3.1907 6.3289 9.6094
H -3.7288 5.4352 11.0247
H -5.5043 6.9286 9.0502
H -5.7637 5.3336 9.8130
O 0.2690 -5.1724 -2.6211
C 0.1362 -5.1254 -1.4344
O 0.6056 -4.1077 -0.6694
C 0.3778 -4.3937 0.7236
C -0.7581 -5.4040 0.7406
C -0.5253 -6.1689 -0.5570
H 1.2977 -4.7988 1.1524
H 0.1198 -3.4777 1.2482
H -0.7615 -6.0305 1.6310
H -1.7170 -4.8839 0.6923
H 0.1647 -7.0036 -0.4242
H -1.4532 -6.5151 -1.0035
O 4.2279 -3.0526 -9.3829
C 5.3324 -3.4246 -9.1055
O 5.8251 -3.3819 -7.8471
C 7.2043 -3.7902 -7.8442
C 7.3758 -4.6184 -9.1077
C 6.3818 -3.9571 -10.0577
H 7.8295 -2.8948 -7.8446
H 7.4077 -4.3594 -6.9402
H 8.4000 -4.6335 -9.4758
H 7.0719 -5.6495 -8.9186
H 6.8243 -3.1174 -10.5956
H 5.9454 -4.6641 -10.7575
*
```

Values from the calculation:
Highest occupied orbital energy ... -9.5 eV
LUMO level ... 0.39 eV
SMILES string ... CCOC[C@@H]1OS(=O)(=O)O[C@@]1(N=C=O)[C@H](F)CC.O=C1CCCO1.O=C1CCCO1.O=C1CCCO1.O=C1CCCO1.O=C1CCCO1.O=C1CCCO1
Orbital gap ... 9.874 eV
Calculated total energy ... -86929.7912 eV